Entry 1:
Entry from the OMol25 dataset: a 2-piece molecular cluster, C16H34N2O3 overall (ωB97M-V/def2-TZVPD).

HOMO-LUMO gap, eV: 10.08
Energy, eV: -26267.2897
SMILES: CC[C@H](C)[C@H](NC(C)=O)C(=O)NC.CCCCCCCO

Structure (ORCA input):
```
! wB97M-V def2-TZVPD RIJCOSX def2/J DEFGRID3
* xyz 0 1
C 0.061 -1.941 1.209
C -0.819 -0.769 1.662
C -2.210 -1.195 2.202
C -3.039 -1.817 1.058
C -3.003 -0.018 2.844
N -2.155 0.900 3.634
C -1.632 0.749 4.853
C -1.795 -0.541 5.630
O -1.001 1.669 5.347
C -4.269 -0.427 3.625
O -4.544 -1.602 3.844
N -4.993 0.575 4.142
C -6.179 0.393 4.977
H 0.182 -2.653 2.026
H -0.380 -2.448 0.353
H 1.045 -1.565 0.924
H -0.948 -0.073 0.832
H -0.259 -0.259 2.445
H -2.054 -1.962 2.960
H -4.037 -2.083 1.404
H -3.127 -1.116 0.227
H -2.569 -2.734 0.706
H -3.369 0.577 2.008
H -1.921 1.783 3.208
H -1.186 -0.486 6.530
H -2.836 -0.677 5.913
H -1.457 -1.381 5.030
H -4.669 1.515 3.977
H -5.950 -0.289 5.799
H -6.989 -0.035 4.384
H -6.500 1.352 5.388
C 0.569 -0.892 -2.112
C 1.866 -0.865 -2.909
C 2.167 0.549 -3.414
C 3.348 0.504 -4.386
C 3.739 1.907 -4.864
C 4.815 1.858 -5.963
C 6.201 1.448 -5.456
O 6.745 2.486 -4.640
H -0.269 -0.553 -2.729
H 0.646 -0.240 -1.237
H 0.360 -1.911 -1.777
H 2.691 -1.219 -2.282
H 1.771 -1.550 -3.758
H 1.290 0.957 -3.927
H 2.398 1.202 -2.567
H 3.079 -0.113 -5.249
H 4.200 0.034 -3.888
H 2.853 2.404 -5.270
H 4.096 2.506 -4.019
H 4.896 2.848 -6.423
H 4.499 1.160 -6.745
H 6.151 0.511 -4.894
H 6.863 1.286 -6.313
H 7.630 2.242 -4.319
*
```

Atom-resolved charges from natural (NBO), all expressed in e:
1 C -0.602
2 C -0.396
3 C -0.220
4 C -0.616
5 C -0.118
6 N -0.625
7 C 0.675
8 C -0.716
9 O -0.631
10 C 0.662
11 O -0.630
12 N -0.607
13 C -0.411
14 H 0.204
15 H 0.202
16 H 0.213
17 H 0.193
18 H 0.208
19 H 0.214
20 H 0.231
21 H 0.195
22 H 0.216
23 H 0.215
24 H 0.409
25 H 0.246
26 H 0.235
27 H 0.226
28 H 0.399
29 H 0.214
30 H 0.206
31 H 0.209
32 C -0.600
33 C -0.389
34 C -0.389
35 C -0.391
36 C -0.395
37 C -0.412
38 C -0.059
39 O -0.736
40 H 0.200
41 H 0.198
42 H 0.206
43 H 0.195
44 H 0.192
45 H 0.192
46 H 0.197
47 H 0.191
48 H 0.192
49 H 0.197
50 H 0.211
51 H 0.212
52 H 0.201
53 H 0.156
54 H 0.160
55 H 0.471


Entry 2:
Entry from the OMol25 dataset: a 4-piece molecular cluster, C62H61Br2N4O12P2 overall (ωB97M-V/def2-TZVPD).

HOMO-LUMO gap, eV: 7.24
Energy, eV: -254461.3432

Structure (ORCA input):
```
! wB97M-V def2-TZVPD RIJCOSX def2/J DEFGRID3
* xyz 1 1
C 1.369 -5.188 3.826
C 1.156 -4.003 3.267
C 0.594 -2.652 2.540
C -0.363 -2.844 1.250
Br -0.111 -1.830 -0.476
C -1.512 -3.739 1.214
C -2.422 -3.891 -0.138
Br -2.091 -4.794 2.774
C 2.051 -1.898 2.289
O 2.806 -2.428 3.452
C 2.953 -2.331 1.036
O 2.742 -3.680 0.555
C 3.154 -3.702 -0.852
C 1.969 -0.343 2.692
C 3.163 0.626 2.272
C 4.359 0.415 3.388
C 5.745 -0.102 2.734
C 6.206 -1.581 3.191
N 5.890 -1.920 4.623
N 0.841 -0.191 3.391
C 0.601 1.183 3.933
C 0.215 2.308 2.837
O 1.125 3.477 2.856
C -1.277 2.963 3.087
N -2.029 3.130 1.774
C 0.030 -1.479 3.554
C 0.154 -1.784 5.162
N -0.761 -2.865 5.625
C -1.055 -2.744 7.118
P -1.761 -0.913 3.074
P -2.994 -0.533 4.819
O -3.615 -1.817 5.458
O -4.372 0.367 4.237
O -2.287 0.439 6.038
H 1.711 -5.933 4.648
H -2.793 -2.857 -0.525
H -3.352 -4.544 0.032
H -1.716 -4.298 -0.967
H 3.659 -2.824 3.158
H 4.100 -2.150 1.180
H 2.670 -1.619 0.150
H 4.173 -3.163 -0.910
H 2.396 -3.160 -1.527
H 3.208 -4.802 -1.209
H 3.536 0.369 1.205
H 2.926 1.748 2.273
H 4.578 1.459 3.849
H 3.951 -0.241 4.239
H 5.638 -0.070 1.571
H 6.574 0.637 3.025
H 7.367 -1.609 3.089
H 5.826 -2.429 2.489
H 5.371 -2.825 4.569
H 6.774 -2.182 5.114
H -0.173 1.248 4.779
H 1.612 1.527 4.407
H 0.167 1.833 1.779
H 1.570 3.409 1.964
H -1.865 2.177 3.685
H -1.196 3.993 3.586
H -2.398 2.207 1.455
H -1.366 3.405 1.018
H -0.014 -0.795 5.759
H 1.234 -2.119 5.458
H -0.339 -3.807 5.545
H -0.376 -3.490 7.704
H -2.148 -3.045 7.313
H -0.866 -1.689 7.529
H -1.666 0.357 2.363
H -4.394 1.229 4.724
H -2.968 0.863 6.622
C 0.198 1.374 -4.076
C -0.013 0.128 -3.488
C -1.246 -0.505 -3.621
C -2.276 0.113 -4.333
C -2.072 1.370 -4.900
C -0.829 1.996 -4.780
C -3.171 2.058 -5.615
O -2.992 3.156 -6.114
C -4.491 1.396 -5.706
C -5.554 2.057 -6.327
C -6.796 1.437 -6.430
C -6.979 0.152 -5.921
C -5.924 -0.507 -5.297
C -4.680 0.118 -5.180
C -3.576 -0.576 -4.483
O -3.736 -1.700 -4.033
H 1.162 1.864 -3.980
H 0.784 -0.351 -2.927
H -1.403 -1.479 -3.165
H -0.659 2.969 -5.231
H -5.418 3.057 -6.729
H -7.622 1.954 -6.908
H -7.946 -0.334 -6.008
H -6.075 -1.507 -4.899
C -5.020 3.724 0.612
C -5.808 3.893 -0.525
C -6.702 4.957 -0.600
C -6.818 5.849 0.468
C -6.046 5.665 1.615
C -5.138 4.606 1.681
C -6.196 6.574 2.773
O -5.518 6.415 3.776
C -7.184 7.672 2.701
C -7.377 8.502 3.807
C -8.296 9.546 3.744
C -9.018 9.770 2.573
C -8.833 8.941 1.470
C -7.922 7.884 1.536
C -7.758 6.988 0.371
O -8.393 7.180 -0.653
H -4.317 2.900 0.667
H -5.725 3.196 -1.353
H -7.310 5.087 -1.491
H -4.524 4.465 2.565
H -6.816 8.336 4.722
H -8.448 10.187 4.607
H -9.729 10.589 2.521
H -9.402 9.118 0.562
C 8.068 -1.001 -3.790
C 8.797 -0.836 -4.966
C 8.800 -1.840 -5.930
C 8.084 -3.019 -5.714
C 7.374 -3.194 -4.526
C 7.358 -2.177 -3.568
C 6.651 -4.458 -4.263
O 6.026 -4.611 -3.225
C 6.703 -5.537 -5.273
C 6.074 -6.757 -5.015
C 6.107 -7.774 -5.965
C 6.760 -7.573 -7.180
C 7.393 -6.361 -7.439
C 7.373 -5.344 -6.481
C 8.079 -4.073 -6.752
O 8.655 -3.897 -7.813
H 8.058 -0.213 -3.042
H 9.361 0.077 -5.133
H 9.366 -1.703 -6.847
H 6.796 -2.301 -2.647
H 5.560 -6.920 -4.071
H 5.621 -8.723 -5.760
H 6.779 -8.363 -7.924
H 7.904 -6.212 -8.386
*
```

Atom charges from the Löwdin analysis, given in e for atoms 1 to 99:
1 C 0.112
2 C -0.070
3 C -0.228
4 C -0.561
5 Br 0.780
6 C -0.657
7 C -0.159
8 Br 0.736
9 C -0.250
10 O -0.076
11 C -0.184
12 O -0.213
13 C -0.086
14 C -0.013
15 C -0.060
16 C -0.158
17 C -0.174
18 C -0.275
19 N -0.029
20 N -0.026
21 C -0.076
22 C -0.301
23 O -0.077
24 C -0.184
25 N -0.014
26 C -0.385
27 C -0.197
28 N -0.128
29 C -0.120
30 P 0.977
31 P 0.464
32 O -0.373
33 O -0.232
34 O -0.258
35 H 0.084
36 H 0.074
37 H 0.080
38 H 0.089
39 H 0.098
40 H 0.134
41 H 0.100
42 H 0.101
43 H 0.073
44 H 0.122
45 H 0.127
46 H 0.105
47 H 0.125
48 H 0.105
49 H 0.112
50 H 0.115
51 H 0.124
52 H 0.104
53 H 0.065
54 H 0.083
55 H 0.122
56 H 0.163
57 H 0.145
58 H 0.105
59 H 0.076
60 H 0.139
61 H 0.050
62 H 0.086
63 H 0.113
64 H 0.146
65 H 0.076
66 H 0.094
67 H 0.086
68 H 0.083
69 H -0.053
70 H 0.066
71 H 0.096
72 C -0.058
73 C -0.091
74 C -0.026
75 C -0.080
76 C -0.079
77 C 0.009
78 C -0.279
79 O 0.110
80 C -0.086
81 C 0.008
82 C -0.049
83 C -0.051
84 C 0.006
85 C -0.088
86 C -0.279
87 O 0.097
88 H 0.107
89 H 0.073
90 H 0.088
91 H 0.124
92 H 0.124
93 H 0.112
94 H 0.111
95 H 0.122
96 C -0.070
97 C -0.055
98 C 0.006
99 C -0.083


Entry 3:
Entry from the OMol25 dataset: C33H26Cl3CsGeN7O12 as an isolated structure (ωB97M-V/def2-TZVPD).

HOMO-LUMO gap (alpha / beta), eV: 4.88 / 5.09
Energy, eV: -164277.3415
<S²>: 0.75

Structure (ORCA input):
```
! wB97M-V def2-TZVPD RIJCOSX def2/J DEFGRID3
* xyz -2 2
Cs 1.301 -1.181 1.518
O -2.677 -0.720 -1.180
C -1.943 -1.890 -1.548
C -2.512 -3.143 -0.910
N -2.275 -3.392 0.490
C -1.278 -4.382 0.878
C 0.187 -4.031 0.704
O 0.972 -4.830 1.269
O 0.449 -3.006 -0.008
C -2.810 -2.505 1.485
C -1.822 -1.705 2.362
O -2.265 -0.629 2.882
O -0.692 -2.188 2.599
H -2.160 -0.156 -0.588
H -0.883 -1.807 -1.307
H -2.053 -2.003 -2.633
H -2.082 -3.993 -1.448
H -3.598 -3.135 -1.117
H -1.418 -5.304 0.295
H -1.409 -4.628 1.934
H -3.369 -3.062 2.265
H -3.490 -1.795 1.023
C -7.172 11.138 -6.567
O -7.855 10.209 -5.742
C -7.098 9.251 -5.136
C -5.743 9.057 -5.380
C -5.059 8.053 -4.702
C -5.702 7.232 -3.787
C -7.064 7.436 -3.567
C -7.758 8.430 -4.231
C -4.929 6.189 -3.083
N -3.660 5.934 -3.275
C -3.366 4.893 -2.414
C -4.465 4.530 -1.698
N -5.468 5.373 -2.128
C -4.464 3.510 -0.690
C -5.563 3.171 0.107
C -5.411 2.226 1.086
C -4.156 1.625 1.251
N -3.122 1.909 0.483
C -3.254 2.830 -0.483
C -2.064 3.150 -1.306
N -0.953 2.412 -1.120
C 0.142 2.737 -1.786
C 0.190 3.802 -2.699
C -0.947 4.528 -2.933
C -2.112 4.206 -2.228
H -7.905 11.882 -6.865
H -6.767 10.657 -7.461
H -6.360 11.629 -6.026
H -5.211 9.670 -6.093
H -4.002 7.893 -4.877
H -7.607 6.813 -2.866
H -8.817 8.587 -4.063
H -6.424 5.354 -1.828
H -6.520 3.660 -0.044
H -6.235 1.942 1.727
H -3.975 0.893 2.034
H 1.014 2.117 -1.602
H 1.115 4.025 -3.218
H -0.968 5.350 -3.640
Cl -1.945 -2.290 5.719
Ge -0.645 -0.861 4.663
Cl -0.622 0.832 6.167
Cl 1.381 -1.732 5.117
O 3.485 -0.200 0.909
C 3.493 0.209 -0.271
O 2.599 0.819 -0.896
C 4.767 -0.084 -1.072
C 5.001 0.597 -2.254
C 6.154 0.337 -2.969
C 7.082 -0.596 -2.567
C 6.821 -1.259 -1.389
C 5.692 -1.019 -0.628
N 7.821 -2.259 -0.923
O 8.837 -2.390 -1.580
O 7.581 -2.859 0.098
N 6.417 1.089 -4.226
O 5.691 2.023 -4.484
O 7.350 0.733 -4.917
H 4.273 1.316 -2.602
H 7.971 -0.796 -3.142
H 5.518 -1.529 0.310
*
```

Atom-resolved charges from Löwdin, all expressed in e:
1 Cs 1.552
2 O -0.094
3 C -0.236
4 C -0.182
5 N -0.150
6 C -0.120
7 C -0.753
8 O -0.055
9 O -0.349
10 C -0.084
11 C -0.713
12 O -0.132
13 O -0.427
14 H 0.054
15 H 0.100
16 H 0.107
17 H 0.120
18 H 0.115
19 H 0.118
20 H 0.122
21 H 0.132
22 H 0.113
23 C -0.092
24 O -0.088
25 C -0.291
26 C -0.016
27 C -0.015
28 C -0.151
29 C -0.028
30 C -0.008
31 C -0.282
32 N 0.185
33 C -0.170
34 C -0.135
35 N 0.171
36 C -0.088
37 C -0.028
38 C -0.054
39 C -0.101
40 N 0.148
41 C -0.133
42 C -0.139
43 N 0.147
44 C -0.095
45 C -0.049
46 C -0.022
47 C -0.093
48 H 0.088
49 H 0.093
50 H 0.093
51 H 0.100
52 H 0.114
53 H 0.104
54 H 0.118
55 H 0.138
56 H 0.102
57 H 0.100
58 H 0.099
59 H 0.082
60 H 0.101
61 H 0.108
62 Cl 0.048
63 Ge 0.028
64 Cl -0.077
65 Cl -0.020
66 O -0.352
67 C -0.707
68 O -0.046
69 C -0.073
70 C 0.074
71 C -0.117
72 C 0.059
73 C -0.112
74 C 0.087
75 N -0.353
76 O 0.055
77 O 0.091
78 N -0.355
79 O 0.076
80 O 0.059
81 H 0.129
82 H 0.123
83 H 0.136


Entry 4:
Entry from the OMol25 dataset: C14H18FO18Zn as an isolated structure (ωB97M-V/def2-TZVPD).

HOMO-LUMO gap, eV: 7.04
Energy, eV: -102805.3234

Structure (ORCA input):
```
! wB97M-V def2-TZVPD RIJCOSX def2/J DEFGRID3
* xyz -1 1
Zn 0.566 -0.825 0.553
O 1.711 -4.555 -1.000
C 1.655 -3.776 0.154
O 1.063 -2.673 0.011
O 2.171 -4.253 1.154
H 2.387 -5.198 -0.762
O -0.924 -1.465 4.330
C 0.314 -1.495 3.695
O 0.254 -1.026 2.495
O 1.265 -1.905 4.296
H -1.536 -1.204 3.634
O 4.307 1.212 1.041
C 3.524 0.078 1.232
O 2.445 0.132 0.525
O 3.888 -0.811 1.956
H 3.736 1.669 0.409
C 0.715 -1.002 -6.095
C 1.611 -0.800 -4.892
C 1.690 0.706 -4.494
O 1.370 0.734 -3.127
C 0.851 -0.451 -2.752
O 0.338 -0.708 -1.719
O 1.023 -1.377 -3.731
H 0.719 -2.049 -6.392
H 1.006 -0.346 -6.914
H -0.283 -0.708 -5.770
H 2.656 -1.106 -4.943
H 1.038 1.323 -5.122
H 2.684 1.116 -4.681
C -1.221 5.224 2.048
C -0.129 4.432 1.362
C 0.801 3.735 2.392
O 0.892 2.408 1.915
C 0.092 2.245 0.857
O -0.013 1.221 0.264
O -0.617 3.360 0.587
H -0.849 5.979 2.735
H -1.768 4.531 2.699
H -1.961 5.577 1.330
H 0.528 5.071 0.768
H 0.442 3.737 3.422
H 1.746 4.282 2.380
C -4.639 -2.729 0.939
C -4.480 -1.997 2.265
O -3.156 -1.534 2.201
C -2.772 -1.450 0.896
O -1.759 -0.978 0.524
O -3.731 -1.966 0.109
F -4.579 -2.829 3.334
H -5.626 -2.616 0.504
H -4.238 -3.740 0.936
H -5.206 -1.203 2.440
*
```

Atom-resolved charges from natural (NBO), all expressed in e:
1 Zn 1.772
2 O -0.758
3 C 0.978
4 O -0.921
5 O -0.714
6 H 0.474
7 O -0.756
8 C 0.982
9 O -0.988
10 O -0.656
11 H 0.472
12 O -0.751
13 C 0.962
14 O -0.973
15 O -0.655
16 H 0.469
17 C -0.626
18 C 0.066
19 C -0.086
20 O -0.476
21 C 1.008
22 O -0.591
23 O -0.479
24 H 0.227
25 H 0.210
26 H 0.220
27 H 0.192
28 H 0.168
29 H 0.188
30 C -0.632
31 C 0.068
32 C -0.086
33 O -0.438
34 C 1.014
35 O -0.627
36 O -0.487
37 H 0.222
38 H 0.217
39 H 0.221
40 H 0.174
41 H 0.189
42 H 0.191
43 C -0.131
44 C 0.449
45 O -0.494
46 C 1.008
47 O -0.574
48 O -0.487
49 F -0.326
50 H 0.203
51 H 0.220
52 H 0.150